ORCA calculation (ωB97M-V with the def2-TZVPD basis set) on a cluster of 2 separate species, C4H8NO2 in total at a distorted geometry.

- charge = +1
- multiplicity = 1
- energy (eV) = -9847.9117
- energy relative to the best compared isomer or geometry (same formula, charge and spin) (kcal per mole) = 194.1
- LUMO energy (spin up / spin down) (eV) = -5.87 / -4.72
- highest occupied orbital energy (spin up / spin down) (Eh) = -0.551 / -0.536
- maximum force (eV/Å) = 5.04
- HOMO-LUMO gap (spin up / spin down) (eV) = 9.12 / 9.87
- molecular weight (g/mol) = 102.11

Atoms and positions in Å:
C  0.766  -0.768  2.109
C  -0.039  -0.221  0.986
C  0.786  -0.542  -1.149
C  -1.015  1.065  -0.661
N  0.251  0.471  -0.210
O  1.490  -0.550  3.000
O  0.389  -1.562  1.105
H  -2.460  -0.566  1.282
H  0.114  -1.393  -1.475
H  1.166  -0.071  -2.150
H  1.604  -0.951  -0.670
H  -1.650  1.187  0.313
H  -0.809  2.096  -1.049
H  -1.502  0.484  -1.351
H  0.909  1.321  -0.079

Atomic forces in eV per Å
0.253 2.921 -0.575
-0.769 -1.195 3.232
0.322 0.533 -4.381
-1.059 4.050 2.815
0.767 0.896 -1.136
-0.439 -1.142 -0.026
0.230 -1.559 0.043
0.632 0.054 -0.006
0.133 1.385 0.979
-0.862 -0.436 2.031
1.832 -0.975 0.645
0.942 -0.047 -2.140
-0.237 -1.026 0.074
-1.032 -1.514 -1.537
-0.713 -1.946 -0.018

***

ORCA calculation (ωB97M-V with the def2-TZVPD basis set) on a structure of composition C24H18N4O3SZr at a distorted geometry.

- charge = +2
- multiplicity = 1
- energy (eV) = -49386.6542
- LUMO energy (eV) = -7.01
- highest occupied orbital energy (Eh) = -0.526
- maximum force (eV/Å) = 3.34
- HOMO-LUMO gap (eV) = 7.31
- molecular weight (g/mol) = 533.72

Atoms and positions in Å:
Zr  10.586  11.913  7.962
O  11.943  10.802  7.143
C  13.296  10.475  7.356
C  13.868  9.557  6.548
C  15.217  9.149  6.795
C  15.910  9.714  7.882
C  15.296  10.636  8.664
C  13.907  11.021  8.470
C  13.319  11.905  9.440
N  12.168  12.628  9.274
C  12.018  13.534  10.322
C  13.105  13.478  11.065
N  13.880  12.431  10.532
H  13.317  9.186  5.723
H  15.679  8.338  6.232
H  16.833  9.249  8.101
H  15.818  10.991  9.561
H  11.102  14.102  10.476
H  13.209  13.776  12.092
H  14.638  11.947  11.101
O  7.109  12.145  9.596
S  7.851  11.290  8.738
O  9.194  10.975  9.338
N  8.462  11.929  7.349
C  7.994  13.042  6.692
C  6.719  13.391  6.362
C  6.332  14.676  5.897
C  7.320  15.622  5.589
C  8.645  15.306  5.820
C  9.672  16.002  5.184
C  10.958  15.625  5.398
C  11.182  14.538  6.240
N  10.228  13.749  6.746
C  8.946  14.043  6.446
C  7.029  9.708  8.394
C  6.842  9.054  7.104
C  5.814  8.189  6.943
C  5.044  7.878  8.066
C  5.164  8.466  9.306
C  6.187  9.415  9.467
H  5.967  12.662  6.547
H  5.291  14.943  5.900
H  7.088  16.588  5.221
H  9.459  16.921  4.611
H  11.784  16.166  4.945
H  12.171  14.336  6.622
H  7.480  9.270  6.289
H  5.736  7.616  5.991
H  4.395  7.049  7.938
H  4.467  8.232  10.101
H  6.362  9.891  10.413

Atomic forces in eV per Å
-0.206 -0.995 -0.125
0.171 0.411 0.349
-2.471 0.870 0.835
2.869 -0.903 -0.380
-1.571 0.597 0.386
-1.071 -1.130 -1.542
-1.619 0.840 1.377
3.187 -0.895 0.453
-1.063 2.316 -0.036
-0.966 -0.557 -0.767
-1.007 0.088 -1.224
0.859 -1.805 1.338
1.821 -0.933 1.973
-0.410 -0.428 -0.563
-0.216 0.356 -0.066
1.081 0.225 0.419
-0.154 0.004 -0.501
0.402 -0.071 -0.167
0.523 0.477 -0.073
-1.195 1.157 -1.296
-0.436 -0.035 -0.485
0.073 -0.805 -1.619
1.913 -0.184 -0.007
0.329 -1.279 1.027
-0.703 2.313 -0.280
-0.836 0.136 0.126
1.737 0.620 0.249
-2.114 -1.419 0.813
0.078 -1.909 -0.494
-0.110 1.342 0.313
0.858 -0.388 0.019
0.583 0.111 0.553
1.248 0.003 0.004
-0.187 0.957 -0.843
-1.166 0.523 -0.627
0.811 2.199 1.820
0.343 -1.184 0.052
-0.211 -0.554 -0.308
0.793 0.556 -0.357
-0.236 -0.578 -0.388
-0.761 -0.396 0.100
-0.257 -0.096 -0.444
-0.378 0.679 -0.399
-0.045 -0.678 0.222
-0.060 -0.204 0.242
0.341 -0.119 -0.300
0.647 0.401 -0.657
-0.217 0.601 0.915
-1.005 -0.382 0.050
0.260 -0.109 0.054
-0.256 0.253 0.260

***

ORCA calculation (ωB97M-V with the def2-TZVPD basis set) on the ion C5HF3NO3S with charge -1 at a distorted geometry.

- charge = -1
- multiplicity = 1
- energy (eV) = -31818.7215
- energy relative to the best compared isomer or geometry (same formula, charge and spin) (kcal per mole) = 0.0
- LUMO energy (eV) = 2.72
- highest occupied orbital energy (Eh) = -0.155
- maximum force (eV/Å) = 1.70
- HOMO-LUMO gap (eV) = 6.94
- molecular weight (g/mol) = 212.13

Atoms and positions in Å:
C  -0.122  0.441  -2.138
C  0.979  0.156  1.481
C  0.185  1.688  -0.163
C  -1.408  -0.196  -2.197
C  0.883  -1.272  1.942
N  0.231  0.420  0.463
O  -1.183  0.553  -3.244
O  -2.237  -0.933  -1.751
O  -0.131  1.689  -1.413
F  -0.036  -2.075  1.336
F  2.066  -1.902  1.781
F  0.602  -1.343  3.259
S  0.503  3.063  0.676
H  -0.333  -0.289  -0.033

Atomic forces in eV per Å
1.303 -1.044 -0.328
0.492 0.238 0.531
0.228 1.587 0.248
0.738 0.535 0.678
-0.056 -0.806 0.074
-0.431 -1.277 -0.386
-0.794 0.207 -0.845
-0.752 -0.334 -0.050
-0.601 0.070 0.329
-0.129 0.103 -0.133
0.006 0.314 -0.206
-0.131 0.353 -0.114
-0.050 0.037 -0.054
0.178 0.017 0.257

***

ORCA calculation (ωB97M-V with the def2-TZVPD basis set) on a structure of composition C23H30BN4O6ReS3 at a distorted geometry.

- charge = +1
- multiplicity = 2
- energy (eV) = -77891.8341
- energy relative to the best compared isomer or geometry (same formula, charge and spin) (kcal per mole) = 29.7
- LUMO energy (spin up / spin down) (eV) = -5.35 / -4.91
- highest occupied orbital energy (spin up / spin down) (Eh) = -0.392 / -0.393
- maximum force (eV/Å) = 3.20
- HOMO-LUMO gap (spin up / spin down) (eV) = 5.33 / 5.77
- molecular weight (g/mol) = 751.74

Atoms and positions in Å:
Re  -1.205  -0.034  -0.336
N  -0.643  1.369  1.250
C  -1.097  2.738  0.948
C  -2.160  2.700  -0.166
O  -2.994  3.555  -0.251
O  -2.028  1.675  -0.992
H  -1.203  0.965  2.009
H  0.321  1.370  1.566
H  -0.272  3.336  0.561
H  -1.519  3.244  1.813
C  -0.983  -3.494  -0.678
S  -0.631  -2.302  0.645
C  1.154  -2.590  0.782
H  -0.545  -4.444  -0.382
H  -0.563  -3.149  -1.619
H  -2.063  -3.602  -0.755
H  1.609  -2.619  -0.206
H  1.295  -3.535  1.302
H  1.581  -1.783  1.367
C  7.431  1.829  -1.996
C  6.658  0.568  -2.417
C  7.485  -0.682  -2.070
C  6.466  0.605  -3.934
C  5.329  0.508  -1.667
C  5.337  0.557  -0.265
C  4.179  0.511  0.498
C  2.991  0.405  -0.193
O  1.703  0.327  0.281
B  0.863  0.177  -0.857
O  1.655  0.196  -1.982
C  2.962  0.338  -1.577
C  4.112  0.394  -2.337
H  8.337  1.924  -2.596
H  7.731  1.791  -0.949
H  6.822  2.721  -2.146
H  8.475  -0.609  -2.524
H  6.994  -1.579  -2.453
H  7.612  -0.796  -0.993
H  7.439  0.634  -4.424
H  5.908  1.491  -4.244
H  5.946  -0.286  -4.290
H  6.284  0.630  0.252
H  4.205  0.564  1.579
H  4.044  0.348  -3.414
N  -8.342  1.690  3.902
C  -7.187  1.071  3.551
C  -5.957  1.747  3.651
C  -4.789  1.126  3.279
C  -4.834  -0.182  2.808
C  -6.036  -0.877  2.713
C  -7.206  -0.257  3.087
S  -3.380  -0.961  2.248
O  -2.249  -0.442  2.988
O  -3.559  -2.381  2.179
N  -3.166  -0.387  0.716
C  -3.565  -0.991  -0.408
S  -5.096  -1.685  -0.809
C  -4.492  -2.051  -2.392
C  -3.222  -1.627  -2.541
N  -2.688  -1.048  -1.415
H  -8.340  2.638  4.226
H  -9.221  1.214  3.824
H  -5.941  2.758  4.039
H  -3.838  1.636  3.358
H  -6.023  -1.901  2.362
H  -8.146  -0.791  3.043
H  -5.117  -2.551  -3.112
H  -2.626  -1.713  -3.436

Atomic forces in eV per Å
-1.755 2.678 -0.130
-0.346 -0.407 0.251
-0.405 0.017 -0.528
0.270 1.275 1.204
0.169 -0.452 -0.307
0.447 -2.346 -0.211
0.116 0.201 0.201
0.143 -0.151 -0.206
0.083 -0.069 0.053
0.059 -0.046 0.041
-0.114 0.118 0.164
0.220 0.234 -0.435
-0.134 0.084 0.072
0.002 -0.006 0.019
0.022 -0.027 -0.004
0.015 -0.002 0.003
0.011 0.045 -0.005
-0.051 -0.033 -0.043
0.015 0.011 0.026
-0.066 -0.058 -0.030
0.134 -0.073 -0.001
-0.066 0.100 -0.048
-0.037 0.009 0.084
0.044 -0.005 0.073
-0.001 -0.013 -0.114
-0.157 0.024 0.083
0.217 -0.035 -0.509
-0.164 0.122 -0.019
1.385 -0.551 0.933
-0.598 -0.128 -0.652
0.273 0.084 0.685
-0.222 0.016 -0.138
0.004 0.002 0.011
-0.007 0.018 0.018
0.031 0.020 -0.007
-0.003 -0.035 -0.002
0.025 -0.024 0.025
0.027 0.008 0.006
0.005 0.012 0.011
-0.009 -0.019 -0.035
-0.006 0.018 -0.045
0.011 0.027 0.004
0.025 -0.017 -0.014
0.034 0.008 0.012
0.027 -0.007 0.022
0.048 -0.070 -0.050
-0.052 -0.025 0.025
-0.076 0.003 0.006
0.242 -0.309 -0.236
0.046 0.041 0.033
-0.018 0.067 0.046
-0.187 -0.062 0.567
-0.107 0.242 -0.371
-0.192 -0.024 -0.082
2.094 0.125 0.115
-1.449 -1.028 -0.713
0.331 0.118 -0.033
0.003 0.063 0.113
-0.026 0.000 -0.304
-0.219 0.128 0.327
-0.040 -0.001 0.007
-0.035 0.035 0.024
0.030 0.018 -0.035
-0.029 0.036 0.039
-0.100 0.004 0.045
0.003 -0.004 -0.037
0.044 0.007 -0.030
0.014 0.007 0.028

***

ORCA calculation (ωB97M-V with the def2-TZVPD basis set) on a structure of composition C10H30ClMgO5 at a distorted geometry.

- charge = +2
- multiplicity = 2
- energy (eV) = -39047.0028
- LUMO energy (spin up / spin down) (eV) = -5.42 / -12.08
- highest occupied orbital energy (spin up / spin down) (Eh) = -0.643 / -0.643
- maximum force (eV/Å) = 2.86
- HOMO-LUMO gap (spin up / spin down) (eV) = 12.08 / 5.42
- molecular weight (g/mol) = 290.10

Atoms and positions in Å:
Mg  0.688  -0.319  0.386
Cl  1.868  -1.296  2.105
C  -3.664  0.403  0.758
C  -2.398  0.706  1.639
O  -1.293  -0.173  1.290
H  -4.535  0.767  1.303
H  -3.786  -0.676  0.667
H  -3.516  0.752  -0.264
H  -2.642  0.587  2.695
H  -2.124  1.744  1.449
H  -1.322  -0.876  1.943
C  -1.841  0.064  -3.083
C  -0.434  0.391  -2.647
O  -0.489  0.487  -1.148
H  -2.202  -0.949  -2.909
H  -1.905  0.354  -4.132
H  -2.561  0.712  -2.583
H  -0.001  1.298  -3.068
H  0.308  -0.358  -2.922
H  -1.156  1.139  -0.921
C  3.843  1.274  -1.695
C  3.482  0.215  -0.593
O  2.194  -0.340  -0.920
H  4.313  0.702  -2.494
H  4.581  2.000  -1.355
H  2.895  1.761  -1.927
H  3.584  0.605  0.419
H  4.212  -0.593  -0.560
H  2.290  -0.686  -1.811
C  1.977  2.329  2.901
C  0.697  2.088  2.227
O  0.975  1.572  0.884
H  2.430  3.157  2.356
H  2.668  1.486  2.904
H  1.802  2.661  3.925
H  0.256  3.083  2.176
H  0.074  1.434  2.837
H  1.510  2.270  0.498
C  -1.599  -3.920  0.438
C  -1.275  -2.779  -0.533
O  -0.002  -2.255  -0.117
H  -1.646  -3.609  1.481
H  -0.882  -4.741  0.407
H  -2.588  -4.322  0.218
H  -2.065  -2.034  -0.435
H  -1.273  -3.079  -1.580
H  0.549  -3.035  -0.210

Atomic forces in eV per Å
-2.074 0.469 -1.906
0.610 -0.554 1.106
1.413 -0.646 0.954
-1.570 0.114 -1.079
0.419 -0.095 0.589
-0.057 0.353 -0.562
-0.051 -0.130 0.191
-0.405 0.432 0.182
0.161 0.004 -0.044
0.423 -0.101 0.179
-0.137 -0.327 0.071
-0.018 0.730 -0.772
-0.376 -0.248 1.379
0.961 -0.309 -1.359
0.481 -0.059 -0.157
-0.293 -0.462 -0.175
0.074 0.239 0.094
-0.532 0.357 0.198
-0.261 -0.420 0.406
-0.119 0.082 -0.088
0.016 -1.216 1.444
1.880 0.664 -0.778
0.397 -0.017 0.616
-0.416 0.414 -0.471
-0.133 -0.028 0.094
0.282 0.169 -0.534
-1.075 0.249 0.070
0.010 -0.136 -0.366
-0.270 -0.176 -0.167
1.112 0.604 0.467
-0.194 0.294 0.462
-0.598 0.494 1.209
0.584 0.057 0.259
-0.014 -0.185 0.080
0.147 -0.007 0.016
-0.706 -0.293 -0.443
-0.209 -0.311 -0.776
0.210 -0.086 -0.557
-0.482 -0.155 -0.382
-1.492 -0.755 1.141
0.517 0.524 -0.399
0.090 0.409 -0.034
0.052 -0.046 -0.267
0.061 -0.156 -0.137
0.493 0.387 0.056
0.399 -0.138 0.044
0.692 0.009 0.147

***

ORCA calculation (ωB97M-V with the def2-TZVPD basis set) on the molecule C4H8O.

- multiplicity = 1
- energy (eV) = -6324.1652
- energy relative to the best compared isomer or geometry (same formula, charge and spin) (kcal per mole) = 23.1
- LUMO energy (eV) = 1.03
- highest occupied orbital energy (Eh) = -0.373
- maximum force (eV/Å) = 0.32
- SMILES string = CC1(C)CO1
- HOMO-LUMO gap (eV) = 11.19
- molecular weight (g/mol) = 72.11

Atoms and positions in Å:
C  -1.241  -0.753  -0.021
C  0.006  0.091  -0.131
C  1.321  -0.622  0.090
C  -0.098  1.535  0.087
O  0.024  1.005  -1.226
H  -1.437  -1.014  1.025
H  -2.099  -0.200  -0.412
H  -1.143  -1.683  -0.592
H  1.256  -1.323  0.929
H  2.128  0.088  0.290
H  1.583  -1.188  -0.811
H  -1.069  1.973  0.323
H  0.769  2.090  0.450

Atomic forces in eV per Å
-0.054 -0.013 -0.026
0.040 -0.208 0.137
0.023 0.005 0.035
-0.027 0.173 0.269
0.011 0.044 -0.232
0.048 0.013 -0.147
0.092 -0.063 0.072
0.024 0.124 0.050
-0.004 0.130 -0.106
-0.102 -0.085 -0.059
-0.067 0.020 0.128
0.161 -0.053 -0.045
-0.145 -0.087 -0.076

***

ORCA calculation (ωB97M-V with the def2-TZVPD basis set) on a cluster of 2 separate species, C3H11N2O in total at a distorted geometry.

- charge = +1
- multiplicity = 1
- energy (eV) = -8306.0481
- energy relative to the best compared isomer or geometry (same formula, charge and spin) (kcal per mole) = 132.5
- LUMO energy (spin up / spin down) (eV) = -3.21 / -4.87
- highest occupied orbital energy (spin up / spin down) (Eh) = -0.467 / -0.398
- maximum force (eV/Å) = 3.85
- HOMO-LUMO gap (spin up / spin down) (eV) = 9.49 / 5.98
- molecular weight (g/mol) = 91.13

Atoms and positions in Å:
C  -2.090  1.062  -0.015
C  -1.597  -0.194  0.482
C  1.408  0.209  0.388
N  2.115  0.764  -0.734
N  1.456  -1.357  0.255
O  -1.620  -1.249  -0.370
H  -1.704  2.008  0.348
H  -2.100  1.067  -1.123
H  -3.192  1.028  0.421
H  -1.020  -0.414  1.402
H  1.657  0.272  1.402
H  1.629  1.200  -1.435
H  2.807  1.433  -0.579
H  1.007  -1.625  1.107
H  2.524  -1.578  0.081
H  0.881  -1.572  -0.516
H  -2.159  -1.055  -1.115

Atomic forces in eV per Å
-3.148 0.511 0.527
3.237 -1.161 -0.317
-0.590 -1.056 -2.791
-0.030 -2.114 2.780
3.041 2.346 -0.273
0.653 -0.160 2.009
0.439 -0.268 0.255
-0.223 0.107 0.593
1.489 0.519 -1.284
-0.989 0.373 -0.509
0.900 1.453 1.203
-2.392 0.551 -2.044
1.725 0.915 1.269
0.213 -1.192 0.577
-2.815 -0.208 0.592
-0.709 -0.904 -1.309
-0.802 0.288 -1.276